This record from the Open Molecules 2025 dataset describes an isolated molecule of C15H18N4O3S2 in a non-equilibrium geometry. The level of theory is ωB97M-V with the def2-TZVPD basis set.

Properties
SMILES   CCc1nnc(NC(=O)c2ccc(S(=O)(=O)N3CCCC3)cc2)s1
Calculated total energy   -49619.7921 eV

Bonds (Å) are listed after each position.
Geometry (Å):
1 C 0.61090 1.30973 -5.48836  H2 1.086, H3 1.087, H4 1.088, C5 1.529
2 H 1.02714 0.81924 -6.36392  C1 1.086
3 H 1.42148 1.77335 -4.93137  C1 1.087
4 H -0.07439 2.08751 -5.81900  C1 1.088
5 C -0.11862 0.28842 -4.61534  C1 1.529, C6 1.481, H41 1.091, H42 1.093
6 C -0.68841 0.92053 -3.40343  C5 1.481, N7 1.279, S40 1.767
7 N -0.36309 0.63605 -2.19963  C6 1.279, N8 1.326
8 N -0.98994 1.33634 -1.26428  N7 1.326, C9 1.287
9 C -1.82905 2.19141 -1.73501  N8 1.287, N10 1.363, S40 1.766
10 N -2.60985 3.04415 -1.01404  C9 1.363, C11 1.385, H39 1.014
11 C -2.71891 3.14262 0.36343  N10 1.385, O12 1.204, C13 1.491
12 O -3.42443 3.99082 0.84596  C11 1.204
13 C -1.92427 2.13597 1.12413  C11 1.491, C14 1.389, C18 1.391
14 C -0.66867 2.47239 1.61389  C13 1.389, C15 1.384, H38 1.079
15 C 0.08339 1.51799 2.27691  C14 1.384, C16 1.380, H37 1.079
16 C -0.43486 0.25106 2.45306  C15 1.380, C17 1.381, S21 1.792
17 C -1.70038 -0.08045 2.01073  C16 1.381, C18 1.382, H20 1.078
18 C -2.45269 0.86761 1.34281  C13 1.391, C17 1.382, H19 1.080
19 H -3.44018 0.62617 0.97959  C18 1.080
20 H -2.06950 -1.07744 2.18749  C17 1.078
21 S 0.56133 -1.03624 3.20338  C16 1.792, O22 1.438, O23 1.433, N24 1.687
22 O 1.86871 -0.50560 3.48081  S21 1.438
23 O -0.15740 -1.63936 4.28675  S21 1.433
24 N 0.55646 -2.14034 1.92730  S21 1.687, C25 1.452, C34 1.451
25 C 1.00888 -3.46429 2.31544  N24 1.452, H26 1.088, H27 1.094, C28 1.537
26 H 0.65022 -3.67408 3.32139  C25 1.088
27 H 0.57527 -4.18577 1.61656  C25 1.094
28 C 2.54074 -3.42842 2.20158  C25 1.537, H29 1.089, H30 1.089, C31 1.539
29 H 2.93876 -4.39045 1.88325  C28 1.089
30 H 2.97411 -3.17259 3.16707  C28 1.089
31 C 2.82180 -2.31078 1.18127  C28 1.539, H32 1.088, H33 1.089, C34 1.540
32 H 3.44705 -1.54120 1.62900  C31 1.088
33 H 3.31335 -2.68617 0.28520  C31 1.089
34 C 1.43557 -1.72884 0.84926  N24 1.451, C31 1.540, H35 1.089, H36 1.093
35 H 1.43215 -0.64258 0.77496  C34 1.089
36 H 1.04087 -2.14339 -0.08243  C34 1.093
37 H 1.07167 1.73297 2.65241  C15 1.079
38 H -0.27893 3.46690 1.45958  C14 1.079
39 H -3.17085 3.70752 -1.53716  N10 1.014
40 S -1.90916 2.19436 -3.49938  C6 1.767, C9 1.766
41 H 0.56856 -0.49274 -4.28788  C5 1.091
42 H -0.92486 -0.17240 -5.19199  C5 1.093

This record from the Open Molecules 2025 dataset describes an isolated molecule of C15H18N4O4 in a non-equilibrium geometry. The level of theory is ωB97M-V with the def2-TZVPD basis set.

Properties
SMILES   NC(=O)C[C@H](NC(=O)[C@@H](N)Cc1c[nH]c2ccccc12)C(=O)O
Calculated total energy   -29999.9962 eV

Bonds (Å) are listed after each position.
Geometry (Å):
1 C -0.95719 -2.89522 0.03780  C2 1.533, C3 1.546, H18 1.090, N34 1.461
2 C 0.28359 -2.30828 -0.64409  C1 1.533, N36 1.354, O38 1.223
3 C -2.20724 -2.15757 -0.49512  C1 1.546, C4 1.499, H19 1.090, H20 1.078
4 C -2.06930 -0.67958 -0.70611  C3 1.499, C5 1.372, C6 1.440
5 C -2.12125 -0.10470 -1.95081  C4 1.372, H21 1.087, N35 1.385
6 C -1.86522 0.39913 0.22579  C4 1.440, C7 1.423, C8 1.414
7 C -1.79570 1.60781 -0.52153  C6 1.423, C9 1.398, N35 1.378
8 C -1.66989 0.46002 1.62532  C6 1.414, C10 1.398, H23 1.070
9 C -1.56498 2.84881 0.07996  C7 1.398, C11 1.377, H24 1.082
10 C -1.42581 1.70504 2.21256  C8 1.398, C11 1.409, H25 1.080
11 C -1.36863 2.88354 1.44281  C9 1.377, C10 1.409, H26 1.087
12 C 2.09508 -0.66987 -0.36101  C13 1.508, C14 1.516, H28 1.103, N36 1.457
13 C 3.25973 -0.68025 0.59653  C12 1.508, O39 1.219, O41 1.347
14 C 1.50002 0.71920 -0.47679  C12 1.516, C15 1.516, H29 1.086, H30 1.102
15 C 2.52625 1.76112 -0.87577  C14 1.516, N37 1.369, O40 1.216
16 H -1.77588 -3.06133 1.92283  N34 1.035
17 H -0.20611 -3.45299 1.86636  N34 1.006
18 H -1.00165 -3.93319 -0.29225  C1 1.090
19 H -3.04973 -2.38630 0.15779  C3 1.090
20 H -2.48057 -2.59135 -1.44370  C3 1.078
21 H -2.24489 -0.58547 -2.91802  C5 1.087
22 H -1.95928 1.91027 -2.61549  N35 1.003
23 H -1.65874 -0.43586 2.21039  C8 1.070
24 H -1.52851 3.75095 -0.51548  C9 1.082
25 H -1.27085 1.74828 3.28046  C10 1.080
26 H -1.20095 3.82856 1.95337  C11 1.087
27 H 0.70953 -1.34215 1.09680  N36 1.032
28 H 2.40573 -1.07374 -1.33872  C12 1.103
29 H 1.04089 0.97742 0.47304  C14 1.086
30 H 0.68878 0.71589 -1.22284  C14 1.102
31 H 1.20683 3.26521 -0.40750  N37 1.006
32 H 2.74465 3.79591 -1.00879  N37 1.020
33 H 4.96881 -1.38275 0.86781  O41 0.976
34 N -0.87207 -2.79832 1.49296  C1 1.461, H16 1.035, H17 1.006
35 N -1.95823 1.26633 -1.84666  C5 1.385, C7 1.378, H22 1.003
36 N 1.08858 -1.58190 0.16742  C2 1.354, C12 1.457, H27 1.032
37 N 2.06088 3.04827 -0.89297  C15 1.369, H31 1.006, H32 1.020
38 O 0.47599 -2.48346 -1.83884  C2 1.223
39 O 3.25132 -0.10755 1.67298  C13 1.219
40 O 3.66561 1.47305 -1.18941  C15 1.216
41 O 4.28040 -1.45297 0.17895  C13 1.347, H33 0.976

This record from the Open Molecules 2025 dataset describes the ion C15H18N5O2 with charge +1 in a non-equilibrium geometry. The level of theory is ωB97M-V with the def2-TZVPD basis set.

Properties
SMILES   CCCC[n+]1ccn(-c2nc3c([N+](=O)[O-])cccc3n2C)c1
Calculated total energy   -27381.1523 eV
Charge   +1

Bonds (Å) are listed after each position.
Geometry (Å):
1 O -3.36708 0.33243 4.27939  N16 1.229
2 O -2.63012 -0.68153 6.01563  N16 1.217
3 N -1.42413 0.14396 2.11964  C4 1.239, C11 1.425
4 C -0.65645 0.43614 1.19147  N3 1.239, N14 1.399, N15 1.424
5 C -2.49599 -0.07927 -0.52914  C6 1.352, N14 1.465, H23 1.078
6 C -2.42406 -0.12793 -1.87846  C5 1.352, N17 1.422, H24 1.213
7 C -0.43828 0.62269 -1.33545  N14 1.447, N17 1.335, H25 1.079
8 C 1.07211 0.96883 5.41765  C9 1.422, C10 1.324, H26 1.105
9 C 1.44168 1.00295 4.04445  C8 1.422, C12 1.389, H27 1.111
10 C -0.20182 0.74113 5.69842  C8 1.324, C13 1.412, H28 1.099
11 C -0.79691 0.44566 3.36287  N3 1.425, C12 1.399, C13 1.419
12 C 0.52019 0.77932 3.02955  C9 1.389, C11 1.399, N15 1.405
13 C -1.19867 0.52389 4.72162  C10 1.412, C11 1.419, N16 1.395
14 N -1.14390 0.30287 -0.11335  C4 1.399, C5 1.465, C7 1.447
15 N 0.66372 0.73769 1.63229  C4 1.424, C12 1.405, C18 1.474
16 N -2.47240 0.08757 5.08595  O1 1.229, O2 1.217, C13 1.395
17 N -1.14567 0.22304 -2.39421  C6 1.422, C7 1.335, C20 1.493
18 C 1.90170 0.66215 0.83667  N15 1.474, H29 1.113, H30 1.094, H31 1.125
19 C 2.31799 -0.97625 -4.34392  C21 1.520, H32 1.065, H33 1.124, H34 1.062
20 C -0.65625 0.14351 -3.80245  N17 1.493, C22 1.546, H35 1.054, H36 1.108
21 C 0.99086 -1.42016 -4.93784  C19 1.520, C22 1.525, H37 1.097, H38 1.107
22 C -0.03435 -1.27126 -3.81862  C20 1.546, C21 1.525, H39 1.113, H40 1.124
23 H -3.39741 -0.28003 0.02764  C5 1.078
24 H -3.41513 -0.45415 -2.49702  C6 1.213
25 H 0.52779 1.10248 -1.31426  C7 1.079
26 H 1.90423 0.90038 6.14163  C8 1.105
27 H 2.49107 1.14186 3.70875  C9 1.111
28 H -0.56326 0.55415 6.71910  C10 1.099
29 H 1.99091 -0.21244 0.15448  C18 1.113
30 H 2.14203 1.56489 0.26826  C18 1.094
31 H 2.74430 0.50482 1.56515  C18 1.125
32 H 3.12410 -1.27479 -4.97218  C19 1.065
33 H 2.36212 0.13981 -4.21441  C19 1.124
34 H 2.48271 -1.53962 -3.45885  C19 1.062
35 H 0.00471 0.93531 -4.01972  C20 1.054
36 H -1.56632 0.30805 -4.41184  C20 1.108
37 H 1.07607 -2.48073 -5.20498  C21 1.097
38 H 0.70288 -0.77588 -5.79050  C21 1.107
39 H -0.81979 -2.00639 -4.10252  C22 1.113
40 H 0.38679 -1.72512 -2.88091  C22 1.124

This record from the Open Molecules 2025 dataset describes a cluster of 2 separate species, C15H18O in total in a non-equilibrium geometry. The level of theory is ωB97M-V with the def2-TZVPD basis set.

Properties
SMILES   CCc1ccc(O)cc1.Cc1ccccc1
Calculated total energy   -17890.9507 eV

Bonds (Å) are listed after each position.
Geometry (Å):
1 C -1.29546 -1.00348 -1.84089  C2 1.487, C3 1.515, H10 1.091, H11 1.169
2 C -1.66196 0.11711 -2.74756  C1 1.487, H12 1.117, H18 1.213, H19 1.238
3 C -1.97524 -0.85524 -0.49547  C1 1.515, C4 1.443, C5 1.382
4 C -3.10570 -1.73914 -0.33924  C3 1.443, C6 1.409, H13 1.100
5 C -1.80006 0.20087 0.37778  C3 1.382, C7 1.467, H14 1.118
6 C -4.06279 -1.56052 0.67970  C4 1.409, C8 1.412, H15 1.012
7 C -2.80379 0.46186 1.41576  C5 1.467, C8 1.425, H16 1.007
8 C -3.89633 -0.44577 1.53042  C6 1.412, C7 1.425, O9 1.347
9 O -4.65482 -0.40977 2.64258  C8 1.347, H17 1.130
10 H -1.34882 -2.06092 -2.10485  C1 1.091
11 H -0.17137 -0.92188 -1.53086  C1 1.169
12 H -1.93840 -0.21702 -3.77747  C2 1.117
13 H -3.28007 -2.47369 -1.13888  C4 1.100
14 H -0.87150 0.81475 0.27267  C5 1.118
15 H -4.86920 -2.15675 0.81590  C6 1.012
16 H -2.84501 1.36197 1.86590  C7 1.007
17 H -5.44855 0.39442 2.63823  O9 1.130
18 H -1.00143 1.12666 -2.87496  C2 1.213
19 H -2.74347 0.53444 -2.31288  C2 1.238
20 C 2.24126 1.71113 -1.06084  C24 1.467, H31 1.083, H32 1.124, H34 1.100
21 C 4.66009 0.90624 1.63147  C22 1.492, C23 1.349, H27 1.093
22 C 4.27176 -0.50003 1.94475  C21 1.492, C25 1.364, H28 1.126
23 C 3.85722 1.61643 0.81302  C21 1.349, C24 1.399, H29 1.024
24 C 2.90886 0.96897 0.01400  C20 1.467, C23 1.399, C26 1.392
25 C 3.41569 -1.19236 1.13963  C22 1.364, C26 1.469, H30 1.082
26 C 2.69994 -0.40225 0.12859  C24 1.392, C25 1.469, H33 1.010
27 H 5.44764 1.32179 2.26446  C21 1.093
28 H 5.02943 -0.96026 2.63880  C22 1.126
29 H 4.00215 2.62894 0.77175  C23 1.024
30 H 3.09817 -2.17681 1.45567  C25 1.082
31 H 1.18854 1.94984 -0.97320  C20 1.083
32 H 2.10510 1.22127 -2.06287  C20 1.124
33 H 1.98110 -0.83078 -0.43612  C26 1.010
34 H 2.86701 2.56996 -1.34496  C20 1.100

This record from the Open Molecules 2025 dataset describes a cluster of 2 separate species, C15H18O2 in total in a non-equilibrium geometry. The level of theory is ωB97M-V with the def2-TZVPD basis set.

Properties
SMILES   CCc1ccc(O)cc1.Cc1ccc(O)cc1
Calculated total energy   -19940.3363 eV

Bonds (Å) are listed after each position.
Geometry (Å):
1 C 1.64141 1.47093 0.78306  C2 1.589, C3 1.505, H10 1.096, H11 1.078
2 C 2.83050 1.45179 1.83767  C1 1.589, H12 1.081, H18 1.075, H19 1.094
3 C 1.63736 0.21115 -0.03942  C1 1.505, C4 1.396, C5 1.374
4 C 1.12570 -0.95187 0.53796  C3 1.396, C6 1.371, H13 1.091
5 C 2.12324 0.17881 -1.32394  C3 1.374, C7 1.419, H14 1.086
6 C 1.29146 -2.11155 -0.17452  C4 1.371, C8 1.432, H15 1.091
7 C 2.38534 -1.00489 -2.06088  C5 1.419, C8 1.375, H16 1.082
8 C 1.96251 -2.15603 -1.43928  C6 1.432, C7 1.375, O9 1.384
9 O 2.51311 -3.39207 -1.73021  C8 1.384, H17 0.957
10 H 0.67932 1.54558 1.30344  C1 1.096
11 H 1.74840 2.40816 0.26084  C1 1.078
12 H 2.82217 2.37754 2.39507  C2 1.081
13 H 0.62213 -0.74670 1.48397  C4 1.091
14 H 2.23792 1.11530 -1.86131  C5 1.086
15 H 0.95565 -3.11343 0.09537  C6 1.091
16 H 2.55810 -0.93107 -3.12685  C7 1.082
17 H 2.49727 -3.94232 -0.94786  O9 0.957
18 H 3.73290 1.28254 1.27791  C2 1.075
19 H 2.74456 0.75857 2.68017  C2 1.094
20 C -2.49773 -1.82011 -0.79221  C22 1.486, H30 1.101, H31 1.085, H35 1.111
21 C -2.12021 -0.33906 1.20107  C22 1.408, C23 1.423, H28 1.073
22 C -2.17088 -0.49861 -0.19661  C20 1.486, C21 1.408, C25 1.396
23 C -1.94159 0.94151 1.79512  C21 1.423, C24 1.404, H29 1.068
24 C -2.14076 2.03927 0.94202  C23 1.404, C26 1.366, O27 1.382
25 C -2.21729 0.65088 -0.98700  C22 1.396, C26 1.405, H32 1.077
26 C -2.27377 1.93189 -0.41282  C24 1.366, C25 1.405, H34 1.077
27 O -2.44107 3.26442 1.50573  C24 1.382, H33 0.956
28 H -2.45388 -1.06412 1.91846  C21 1.073
29 H -1.79695 1.13508 2.83541  C23 1.068
30 H -1.90602 -2.05707 -1.69023  C20 1.101
31 H -3.55585 -1.95298 -0.99172  C20 1.085
32 H -2.23680 0.75097 -2.05941  C25 1.077
33 H -2.24665 3.18603 2.43862  O27 0.956
34 H -2.35113 2.81951 -1.01759  C26 1.077
35 H -2.36379 -2.72034 -0.15469  C20 1.111

This record from the Open Molecules 2025 dataset describes a cluster of 2 separate species, C15H18O2 in total in a non-equilibrium geometry. The level of theory is ωB97M-V with the def2-TZVPD basis set.

Properties
SMILES   CCc1ccc(O)cc1.Cc1ccc(O)cc1
Calculated total energy   -19940.7889 eV

Bonds (Å) are listed after each position.
Geometry (Å):
1 C -1.11980 1.97724 -2.73503  C2 1.489, C3 1.526, H10 1.101, H11 1.082
2 C -0.91383 0.58931 -3.23286  C1 1.489, H12 1.095, H18 1.101, H19 1.091
3 C -1.54738 1.99367 -1.27052  C1 1.526, C4 1.373, C5 1.402
4 C -2.87548 1.82892 -0.96406  C3 1.373, C6 1.418, H13 1.084
5 C -0.61881 2.02252 -0.21998  C3 1.402, C7 1.362, H14 1.089
6 C -3.28942 1.66975 0.38290  C4 1.418, C8 1.379, H15 1.082
7 C -0.96995 1.86557 1.08685  C5 1.362, C8 1.415, H16 1.078
8 C -2.33947 1.66629 1.38256  C6 1.379, C7 1.415, O9 1.378
9 O -2.69549 1.42002 2.69056  C8 1.378, H17 0.946
10 H -0.22054 2.60016 -2.85891  C1 1.101
11 H -1.81624 2.52422 -3.35607  C1 1.082
12 H 0.11492 0.23610 -3.10621  C2 1.095
13 H -3.58171 1.51258 -1.72253  C4 1.084
14 H 0.39470 2.38789 -0.38039  C5 1.089
15 H -4.23989 1.19243 0.57937  C6 1.082
16 H -0.27363 1.84192 1.90970  C7 1.078
17 H -3.21304 2.12955 3.04168  O9 0.946
18 H -0.91289 0.53282 -4.33276  C2 1.101
19 H -1.70737 -0.10420 -2.95075  C2 1.091
20 C -0.64458 -2.61558 0.62129  C22 1.500, H30 1.095, H31 1.099, H35 1.097
21 C 1.14754 -1.26674 -0.44436  C22 1.381, C23 1.405, H28 1.076
22 C 0.78886 -2.18318 0.52518  C20 1.500, C21 1.381, C24 1.386
23 C 2.51981 -0.99504 -0.57035  C21 1.405, C25 1.383, H29 1.080
24 C 1.63667 -2.58635 1.54424  C22 1.386, C26 1.409, H32 1.081
25 C 3.40440 -1.56123 0.33020  C23 1.383, C26 1.403, O27 1.393
26 C 3.02483 -2.43436 1.36010  C24 1.409, C25 1.403, H33 1.079
27 O 4.75800 -1.28996 0.14269  C25 1.393, H34 0.942
28 H 0.45912 -0.73687 -1.07979  C21 1.076
29 H 2.86039 -0.42326 -1.42077  C23 1.080
30 H -1.44725 -2.08900 0.09472  C20 1.095
31 H -1.02494 -2.60124 1.65232  C20 1.099
32 H 1.35091 -3.34458 2.26037  C24 1.081
33 H 3.72738 -2.90299 2.03165  C26 1.079
34 H 5.11224 -0.94666 0.94569  O27 0.942
35 H -0.84225 -3.62874 0.25022  C20 1.097

Question: Which of these has the highest calculated total energy?
Answer: C15H18O